Record 1
The following is a DFT calculation (ωB97M-V with the def2-TZVPD basis set) of a cluster of 7 separate species, C17H41BF4NO9 in total at a distorted geometry.

Computed properties:
Charge: -4
HOMO energy (spin up / spin down) in Eh: 0.2019 / 0.1566
Max |F| in eV/A: 4.20
Multiplicity: 2

Structure (XYZ):
```
73
C17H41BF4NO9 (ωB97M-V with the def2-TZVPD basis set)
N 0.752 0.473 -0.971
H 0.757 0.194 -1.942
H 1.430 1.152 -0.656
H 0.842 -0.309 -0.338
H -0.151 0.900 -0.819
C 1.629 -1.393 3.107
C 1.923 -1.854 1.621
C 2.793 -3.127 1.649
O 0.825 -1.978 0.699
H 2.632 -1.135 3.446
H 1.165 -2.063 3.831
H 0.941 -0.548 3.156
H 2.534 -1.124 1.090
H 2.986 -3.581 0.677
H 2.398 -3.959 2.233
H 3.793 -2.834 1.968
C -3.673 1.280 -0.945
C -2.494 2.253 -1.002
C -1.823 2.469 0.354
O -1.591 1.773 -2.007
H -3.317 0.325 -0.558
H -4.155 1.233 -1.922
H -4.356 1.666 -0.190
H -2.846 3.200 -1.411
H -2.651 2.568 1.055
H -1.114 3.297 0.395
H -1.281 1.571 0.651
C 3.231 0.902 -3.274
C 2.194 0.831 -4.407
C 2.578 -0.189 -5.502
O 0.814 0.713 -3.948
H 4.211 1.336 -3.475
H 3.581 -0.113 -3.087
H 2.864 1.391 -2.372
H 2.299 1.769 -4.952
H 2.705 -1.152 -5.007
H 3.560 0.005 -5.932
H 1.816 -0.410 -6.249
B -2.227 -2.772 -1.936
F -1.503 -1.860 -1.174
F -1.680 -2.648 -3.153
F -1.905 -4.065 -1.545
F -3.541 -2.414 -1.903
C 4.189 4.542 0.229
C 4.302 3.256 1.055
O 3.117 3.257 1.973
C 1.885 2.925 1.590
O 1.777 2.471 0.447
O 0.955 2.994 2.573
C 1.281 3.195 3.951
H 3.828 4.293 -0.769
H 5.173 4.947 -0.005
H 3.675 5.395 0.672
H 5.203 3.361 1.659
H 4.494 2.338 0.499
H 0.380 3.300 4.555
H 1.801 4.128 4.170
H 1.958 2.424 4.320
C -6.172 -4.766 0.415
C -4.649 -4.494 0.703
O -4.526 -3.222 1.357
C -3.349 -2.587 1.434
O -2.238 -2.959 1.078
O -3.591 -1.400 1.983
C -2.449 -0.457 2.151
H -6.527 -3.900 -0.144
H -6.551 -4.816 1.436
H -6.330 -5.679 -0.158
H -4.045 -4.497 -0.204
H -4.122 -5.277 1.247
H -1.746 -0.697 2.948
H -2.866 0.538 2.304
H -1.804 -0.385 1.275
```

***

Record 2
The following is a DFT calculation (ωB97M-V with the def2-TZVPD basis set) of a structure of composition C18H37AsFIrNSSbSi.

Computed properties:
Charge: +3
HOMO energy (spin up / spin down) in Eh: -0.6182 / -0.6679
Max |F| in eV/A: 0.55
Multiplicity: 6

Structure (XYZ):
```
62
C18H37AsFIrNSSbSi (ωB97M-V with the def2-TZVPD basis set)
Ir 0.369 1.176 0.659
C -1.043 -0.777 2.938
Si 0.736 -0.324 3.257
C 1.542 -1.313 4.565
C 0.764 1.514 3.555
N 1.414 -0.422 1.568
C 2.384 -1.115 0.989
C 3.265 -1.992 1.720
C 4.284 -2.649 1.101
C 4.488 -2.500 -0.287
C 3.644 -1.682 -1.054
C 2.632 -1.028 -0.427
F 1.792 -0.250 -1.159
H -1.655 -0.585 3.823
H -1.169 -1.827 2.661
H -1.488 -0.161 2.137
H 0.973 -1.144 5.485
H 2.570 -1.000 4.760
H 1.524 -2.386 4.364
H 0.276 1.740 4.509
H 0.166 2.112 2.832
H 1.767 1.943 3.569
H 3.117 -2.096 2.784
H 4.945 -3.285 1.674
H 5.302 -3.022 -0.772
H 3.785 -1.571 -2.121
C -1.099 -3.836 0.237
C -2.267 -2.857 0.174
Sb -1.772 -1.015 -0.765
C -3.542 0.189 -0.804
C -4.775 -0.686 -1.056
C -1.120 -1.527 -2.729
C -2.180 -2.398 -3.407
H -1.435 -4.768 0.691
H -0.275 -3.455 0.843
H -0.713 -4.082 -0.753
H -2.688 -2.616 1.149
H -3.079 -3.213 -0.466
H -3.379 0.938 -1.578
H -3.582 0.689 0.163
H -4.757 -1.166 -2.032
H -5.660 -0.047 -1.025
H -4.907 -1.448 -0.290
H -0.169 -2.041 -2.597
H -0.933 -0.592 -3.254
H -2.388 -3.313 -2.852
H -1.798 -2.696 -4.385
H -3.114 -1.866 -3.573
C -1.083 4.679 -1.252
As 0.777 4.316 -1.450
C 1.129 3.477 -3.124
C 1.769 5.938 -1.322
S 1.510 3.072 0.221
H -1.391 5.299 -2.094
H -1.238 5.217 -0.318
H -1.642 3.747 -1.252
H 0.833 4.167 -3.915
H 0.557 2.556 -3.199
H 2.195 3.271 -3.192
H 1.420 6.587 -2.126
H 2.829 5.724 -1.443
H 1.582 6.401 -0.356
```

***

Record 3
The following is a DFT calculation (ωB97M-V with the def2-TZVPD basis set) of a structure of composition C21H43FeN2P3Se at a distorted geometry.

Computed properties:
Charge: +3
HOMO energy (spin up / spin down) in Eh: -0.5948 / -0.5948
Max |F| in eV/A: 2.01
Multiplicity: 6

Structure (XYZ):
```
71
C21H43FeN2P3Se (ωB97M-V with the def2-TZVPD basis set)
Fe 0.576 -0.045 0.375
P 2.470 0.913 -0.612
P 0.989 0.674 2.982
P -0.799 2.350 0.260
H -3.516 -3.027 -5.173
C -3.381 -2.111 -5.745
C -2.170 -1.502 -5.729
H -1.272 -2.025 -5.356
C 3.652 -0.265 -1.339
C 3.497 1.950 0.511
C 1.966 1.900 -2.055
C -0.307 0.019 4.119
C 2.451 -0.030 3.828
C 1.115 2.392 3.648
C -1.764 2.682 -1.233
C 0.241 3.812 0.476
C -2.068 2.402 1.554
H -4.242 -1.766 -6.351
H -2.030 -0.472 -6.056
H 3.067 -1.070 -1.804
H 4.303 -0.691 -0.565
H 4.248 0.233 -2.116
H 3.764 1.353 1.399
H 2.928 2.824 0.859
H 4.438 2.311 0.055
H 1.443 1.198 -2.721
H 2.837 2.325 -2.580
H 1.270 2.694 -1.760
H -0.040 0.198 5.171
H -0.411 -1.059 3.948
H -1.267 0.494 3.890
H 2.358 0.148 4.909
H 3.365 0.451 3.456
H 2.528 -1.108 3.649
H 1.349 2.359 4.724
H 0.181 2.952 3.513
H 1.927 2.919 3.132
H -2.363 3.597 -1.087
H -2.417 1.812 -1.389
H -1.088 2.802 -2.091
H -0.357 4.736 0.398
H 1.020 3.855 -0.293
H 0.720 3.790 1.464
H -2.662 3.319 1.447
H -1.617 2.373 2.551
H -2.725 1.529 1.452
C -2.656 -1.157 -0.247
C -2.118 -1.209 -1.545
C -2.982 -1.338 -2.625
C -4.364 -1.390 -2.445
C -4.894 -1.275 -1.154
C -4.055 -1.141 -0.058
Se -1.539 -1.103 1.282
H -0.987 0.576 0.181
H -1.029 -1.164 -1.700
H -2.547 -1.428 -3.614
H -5.042 -1.539 -3.280
H -5.970 -1.309 -1.007
H -4.459 -1.046 0.951
C 0.107 -3.636 -0.317
C 1.288 -3.152 0.410
N 1.687 -1.910 0.720
C 2.932 -2.049 1.367
C 3.206 -3.379 1.516
N 2.159 -4.046 0.915
H 0.195 -4.712 -0.482
H -0.828 -3.483 0.249
H 0.067 -3.159 -1.304
H 3.532 -1.199 1.691
H 4.049 -3.898 1.950
H 2.039 -5.048 0.831
```